ORCA calculation (ωB97M-V/def2-TZVPD) on a structure of composition C6H11O4Sc.

Each line ends with the Mulliken charge.
CARTESIAN COORDINATES (ANGSTROEM)
O: 1.8067 -0.1891 -0.1081  -0.349
C: 1.7797 1.1865 0.2829  -0.673
C: 0.3366 1.6271 0.3634  -0.263
O: -0.3503 1.1795 -0.8023  -0.336
C: -1.7673 1.0323 -0.6577  -0.480
C: -2.1899 -0.4149 -0.4711  -0.261
O: -1.3041 -1.2872 -1.1259  -0.537
Sc: 0.4676 -0.5984 -1.7394  1.384
H: 2.3353 1.7449 -0.4807  0.316
H: 2.2816 1.3340 1.2475  0.419
H: 0.2671 2.7196 0.4565  0.408
H: -0.1325 1.1466 1.2353  0.430
H: -2.2232 1.4657 -1.5573  0.377
H: -2.0874 1.5927 0.2320  0.388
H: -3.1811 -0.5454 -0.9363  0.380
H: -2.2309 -0.6623 0.6002  0.320
C: 0.0448 -2.2636 -0.4175  -0.271
O: 0.4625 -1.8350 0.8213  -0.250
C: 1.7266 -1.2172 0.8580  -0.099
H: -0.4160 -3.2517 -0.2831  0.443
H: 1.8537 -0.8327 1.8774  0.354
H: 2.5205 -1.9313 0.6051  0.303

Charge: +2
Spin multiplicity: 1
Gap between HOMO and LUMO, eV: 9.3
Molar mass, g mol⁻¹: 192.106
E_tot, eV: -35272.0358

=====

ORCA calculation (ωB97M-V/def2-TZVPD) on the ion C6H11O5 with charge +1.

Each line ends with the Mulliken charge.
CARTESIAN COORDINATES (ANGSTROEM)
C: -0.6753 -1.5370 0.6947  -0.690
C: 0.8132 -1.2256 0.4043  -0.221
C: 0.9933 -0.8612 -1.1141  -0.062
C: 0.5598 0.5896 -1.3909  -0.136
C: -0.9816 0.8440 0.2492  0.731
C: -1.0547 2.0018 1.2030  -1.293
O: -2.1453 0.0786 0.0135  -0.348
O: 1.1847 -0.1315 1.2020  -0.569
O: 0.2850 -1.7881 -1.8738  -0.492
O: 1.4501 1.5085 -1.0726  -0.414
O: -1.3267 -0.3942 1.0215  0.135
H: -1.1543 -2.0783 -0.1411  0.414
H: -0.7872 -2.2024 1.4851  0.439
H: 1.3898 -2.1586 0.6127  0.469
H: 2.0023 -0.7883 -1.3736  0.461
H: -0.0638 0.7707 -2.3464  0.371
H: -2.0091 2.3132 1.8396  0.339
H: -0.8421 2.8998 0.6974  0.367
H: -0.3252 1.7606 1.9489  0.296
H: 1.0897 -0.4067 2.1659  0.389
H: 0.4222 -1.5975 -2.7376  0.363
H: 1.1751 2.4028 -1.4877  0.448

Charge: +1
Spin multiplicity: 1
Gap between HOMO and LUMO, eV: 10.1
Molar mass, g mol⁻¹: 163.149
Energy above the lowest of the compared OMol25 structures with the same formula, charge and spin, kcal per mole: 150.1
E_tot, eV: -16622.6748

=====

ORCA calculation (ωB97M-V/def2-TZVPD) on the ion C6H11O5S with charge -1.

Each line ends with the Mulliken charge.
CARTESIAN COORDINATES (ANGSTROEM)
C: 2.4741 0.0763 0.2733  -0.887
C: 2.0737 1.1018 -0.7747  -0.457
O: 0.6527 1.3126 -0.8746  -0.317
C: 0.0662 1.7880 0.2546  0.394
O: 0.4329 2.8248 0.7397  -0.629
C: -1.0420 0.9733 0.8621  -0.148
C: -1.9777 0.2353 -0.0957  -0.869
C: -1.3742 -0.9547 -0.8396  -0.553
S: -1.0599 -2.3706 0.2092  1.168
O: -2.3474 -2.6929 0.8075  -0.716
O: -0.0489 -1.8990 1.1558  -0.666
O: -0.5576 -3.3814 -0.7319  -0.721
H: 1.8865 0.1358 1.1844  0.219
H: 3.5119 0.2741 0.5463  0.357
H: 2.3845 -0.9367 -0.1044  0.310
H: 2.3651 0.7288 -1.7521  0.275
H: 2.5524 2.0632 -0.5911  0.428
H: -0.5987 0.2914 1.5877  0.217
H: -1.6283 1.6988 1.4249  0.297
H: -2.4208 0.9215 -0.8200  0.330
H: -2.8043 -0.1642 0.4929  0.372
H: -2.0878 -1.2930 -1.5904  0.400
H: -0.4524 -0.7331 -1.3639  0.195

Structure (SMILES): CCOC(=O)CCCS(=O)(=O)[O-]
Charge: -1
Spin multiplicity: 1
Gap between HOMO and LUMO, eV: 8.5
Molar mass, g mol⁻¹: 195.216
Energy above the lowest of the compared OMol25 structures with the same formula, charge and spin, kcal per mole: 0.0
E_tot, eV: -27475.4191

=====

ORCA calculation (ωB97M-V/def2-TZVPD) on an isolated molecule of C6H11P.

Each line ends with the Mulliken charge.
CARTESIAN COORDINATES (ANGSTROEM)
C: -0.2023 -1.3672 2.1134  -0.880
C: 0.1687 -0.4176 1.2822  0.223
C: 0.1108 1.0881 1.2500  -0.786
C: -0.1106 1.5501 -0.2445  -0.548
C: 0.9202 0.9056 -1.1493  -0.746
P: 1.3570 -0.8522 -0.3981  0.046
C: -0.0510 -1.6219 -1.4289  -1.046
H: 0.2212 -2.3474 1.9818  0.252
H: -0.8935 -1.1622 2.8053  0.354
H: -0.7260 1.3483 1.8501  0.418
H: 1.0385 1.2867 1.5838  0.339
H: -1.0597 1.2130 -0.7580  0.265
H: -0.0235 2.5749 -0.3138  0.374
H: 0.4572 0.8289 -2.1051  0.338
H: 1.8743 1.4967 -1.3334  0.386
H: 0.0780 -2.6167 -1.5609  0.416
H: -0.1853 -1.1857 -2.4628  0.289
H: -1.0861 -1.4356 -1.0348  0.306

Structure (SMILES): C=C1CCCP1C
Charge: 0
Spin multiplicity: 1
Gap between HOMO and LUMO, eV: 9.7
Molar mass, g mol⁻¹: 114.128
Energy above the lowest of the compared OMol25 structures with the same formula, charge and spin, kcal per mole: 27.3
E_tot, eV: -15686.6589

=====

ORCA calculation (ωB97M-V/def2-TZVPD) on an isolated molecule of C6H11P.

Each line ends with the Mulliken charge.
CARTESIAN COORDINATES (ANGSTROEM)
C: -0.5618 0.9307 -2.5405  -1.590
C: -0.3224 0.6402 -1.1300  -0.056
C: -0.9609 -0.7855 -0.7273  -0.212
C: -0.3065 -1.7201 -0.0628  -0.167
C: 0.9596 -1.7177 0.6008  -0.399
P: 1.6578 -0.4329 1.4110  0.040
C: 0.7023 0.4861 2.7239  -0.903
H: -1.6377 0.8624 -2.8806  0.329
H: -0.4296 1.9572 -2.6990  0.416
H: 0.0628 0.3571 -3.0626  0.431
H: -0.8430 1.4288 -0.4994  0.243
H: 0.7401 0.9424 -0.9808  0.246
H: -1.9981 -0.8903 -1.0272  0.335
H: -0.6993 -2.7161 -0.2235  0.323
H: 2.2508 -1.2461 2.3451  0.055
H: 1.1025 1.4305 2.8851  0.340
H: 0.6542 -0.1786 3.5565  0.360
H: -0.3709 0.6522 2.3113  0.210

Structure (SMILES): CC/C=C\C#[PH]C
Charge: 0
Spin multiplicity: 1
Gap between HOMO and LUMO (alpha / beta), eV: 7.1 / 7.1
Molar mass, g mol⁻¹: 114.128
Energy above the lowest of the compared OMol25 structures with the same formula, charge and spin, kcal per mole: 92.8
E_tot, eV: -15683.8185

=====

ORCA calculation (ωB97M-V/def2-TZVPD) on an isolated molecule of C6H11P.

Each line ends with the Mulliken charge.
CARTESIAN COORDINATES (ANGSTROEM)
C: 2.0778 -0.6104 0.8957  -0.752
C: 0.7588 -0.8531 1.1015  -0.076
C: -0.7150 -0.4003 1.0096  0.561
C: -1.4814 -0.9220 2.1876  -1.192
P: -1.3557 0.3276 -0.4089  -0.139
C: 0.1233 0.6527 -1.4481  -0.443
C: -0.2427 1.6071 -2.6050  -1.253
H: 2.6321 0.2816 0.7155  0.324
H: 2.7730 -1.4673 0.9497  0.224
H: 0.4503 -1.8429 1.5349  0.051
H: -1.2251 -0.1048 2.9196  0.280
H: -1.1673 -1.9417 2.5323  0.363
H: -2.5807 -0.8416 2.0696  0.336
H: 0.7440 1.1452 -0.7412  0.280
H: 0.3899 -0.3070 -1.8079  0.380
H: -0.9523 1.0725 -3.2107  0.380
H: -0.7979 2.5552 -2.3940  0.322
H: 0.5690 1.6492 -3.3004  0.356

Structure (SMILES): C=C/C(C)=P\CC
Charge: 0
Spin multiplicity: 1
Gap between HOMO and LUMO, eV: 8.5
Molar mass, g mol⁻¹: 114.128
Energy above the lowest of the compared OMol25 structures with the same formula, charge and spin, kcal per mole: 42.2
E_tot, eV: -15686.0116

=====

ORCA calculation (ωB97M-V/def2-TZVPD) on a cluster of 2 separate species, C6H11P in total.

Each line ends with the Mulliken charge.
CARTESIAN COORDINATES (ANGSTROEM)
C: -1.1803 2.1263 0.5098  -0.979
C: -0.3448 1.0514 0.7184  0.181
C: -2.1285 -1.1517 0.1882  -0.293
C: 2.3376 -0.7207 0.1665  -1.158
C: 0.9442 -1.0791 -0.1253  -0.420
C: 0.0575 0.1412 -0.3092  -0.467
P: -3.1807 0.0399 -0.1444  -0.069
H: -1.5822 2.5136 1.4466  0.304
H: -1.3707 2.6841 -0.4241  0.339
H: -0.1681 0.8961 1.8086  0.184
H: -2.2237 -2.1206 -0.1120  0.390
H: 2.9453 -1.4483 0.6533  0.408
H: 2.8611 -0.4112 -0.7473  0.297
H: 2.4739 0.0848 0.9515  0.274
H: 0.6751 -1.7424 -0.9025  0.510
H: 0.4890 -1.7862 0.6805  0.204
H: -0.1756 0.1317 -1.4289  0.286
H: -4.4551 -0.4726 -0.1076  0.009

Charge: 0
Spin multiplicity: 3
Gap between HOMO and LUMO (alpha / beta), eV: 6.6 / 7.6
⟨S²⟩: 2.0625
Molar mass, g mol⁻¹: 114.128
Energy above the lowest of the compared OMol25 structures with the same formula, charge and spin, kcal per mole: 56.9
E_tot, eV: -15681.4978

=====

ORCA calculation (ωB97M-V/def2-TZVPD) on an isolated molecule of C6H12.

Each line ends with the Mulliken charge.
CARTESIAN COORDINATES (ANGSTROEM)
C: 1.7876 -0.4902 -0.3618  -1.100
C: 0.5752 0.0199 -0.2078  0.715
C: -0.7516 -0.6628 -0.3101  -0.238
C: -0.9018 -1.7500 -1.3666  -1.289
C: 0.4841 1.4233 0.2870  -0.678
C: -0.3355 1.5264 1.5989  -1.122
H: 1.9470 -1.5103 -0.6882  0.231
H: 2.6783 0.0939 -0.2209  0.287
H: -0.9548 -1.1554 0.6489  0.272
H: -1.5486 0.0830 -0.3660  0.317
H: -0.0263 -2.4078 -1.3649  0.279
H: -1.7321 -2.4134 -1.1301  0.370
H: -0.9393 -1.3448 -2.3751  0.322
H: 1.4332 1.9109 0.4948  0.357
H: -0.0523 2.0272 -0.4492  0.306
H: 0.0199 2.3362 2.2263  0.352
H: -1.3642 1.7281 1.4321  0.325
H: -0.3186 0.5859 2.1526  0.295

Structure (SMILES): C=C(CC)CC
Charge: 0
Spin multiplicity: 1
Gap between HOMO and LUMO, eV: 10.3
Molar mass, g mol⁻¹: 84.162
Energy above the lowest of the compared OMol25 structures with the same formula, charge and spin, kcal per mole: 24.7
E_tot, eV: -6415.8715

=====

ORCA calculation (ωB97M-V/def2-TZVPD) on a structure of composition C6H12.

Each line ends with the Mulliken charge.
CARTESIAN COORDINATES (ANGSTROEM)
C: 1.6099 0.7943 0.8347  -1.100
C: 1.2916 -0.7107 0.7492  -0.471
C: -0.1833 -1.0155 0.5174  -0.713
C: -0.8047 -0.1866 -0.6277  0.702
C: -0.0808 -0.0022 -1.7999  -0.955
C: -1.8579 0.8847 -0.3142  -1.267
H: 2.6524 1.0451 0.9134  0.354
H: 0.9753 1.2573 1.6018  0.291
H: 1.0933 1.2383 -0.0281  0.297
H: 1.8567 -1.1609 -0.0659  0.328
H: 1.6066 -1.1910 1.6745  0.367
H: -0.3003 -2.0393 0.1464  0.225
H: -0.8022 -0.9053 1.4137  0.413
H: -1.1729 -0.6623 -1.7842  0.151
H: 0.4140 -0.6931 -2.4888  0.264
H: -1.8958 1.0897 0.7569  0.362
H: -1.5652 1.7491 -0.8818  0.350
H: -2.8367 0.5083 -0.6175  0.401

Charge: 0
Spin multiplicity: 1
Gap between HOMO and LUMO, eV: 8.2
Molar mass, g mol⁻¹: 84.162
Energy above the lowest of the compared OMol25 structures with the same formula, charge and spin, kcal per mole: 120.4
E_tot, eV: -6411.7201